A gas-phase ion, C4H10NS (charge +1) at a distorted geometry. Source: OMol25; level of theory: ωB97M-V/def2-TZVPD.

Geometry as XYZ:
```
16
Properties=species:S:1:pos:R:3:mulliken_charge:R:1
C 1.3954 0.7132 -0.1535 -0.70
N 0.2320 -0.2214 -0.2923 -0.09
C 0.6282 -1.5007 0.0450 -0.99
C -0.8559 0.1558 0.5688 -0.38
C -1.6964 1.2640 -0.0729 -0.77
S -2.5203 -0.4127 -0.0849 0.03
H 1.4113 0.7492 0.9525 0.36
H 2.2038 0.1061 -0.5455 0.37
H 1.3012 1.7176 -0.6729 0.27
H -0.1608 -0.2785 -1.2867 0.47
H 1.2059 -1.7490 0.9210 0.43
H -0.2735 -2.1534 0.0563 0.34
H 1.2831 -2.0434 -0.6262 0.41
H -0.6132 0.0335 1.5977 0.64
H -2.2490 2.0552 0.6323 0.33
H -1.2917 1.5645 -1.0388 0.30
```

Values from the calculation:
- energy relative to the best compared isomer or geometry (same formula, charge and spin) (eV) = 2.177
- SMILES = C[NH+](C)[C@H]1CS1
- HOMO level (eV) = -13.77
- calculated total energy (hartree) = -611.02322
- total charge = +1